# C5H11O2

A cluster of 2 separate species, C5H11O2 in total at a distorted geometry (ωB97M-V/def2-TZVPD, the OMol25 dataset).

Its frontier orbital gap is 7.8 eV. For the energy relative to the best compared isomer or geometry (same formula, charge and spin), the calculation gives 23.4 kcal per mole. The largest force on an atom is 0.051 Eh/bohr. For the LUMO energy, the calculation gives 3.934 eV. The total energy is -9459.012 eV. The calculation puts the highest occupied orbital energy at -3.890 eV.

```
! wB97M-V def2-TZVPD RIJCOSX def2/J DEFGRID3
* xyz -1 1
C 0.93665 1.12014 2.19459
C -0.38468 0.33145 2.39839
H 1.15545 1.19601 1.10793
H 1.10278 2.00878 2.77774
H 1.91017 0.60461 2.36398
H -0.90454 0.31143 1.43281
H -0.92137 0.75931 3.25263
H -0.20479 -0.72977 2.55819
C -0.34962 -0.04226 -2.04392
C 0.70231 -1.10055 -2.17696
C -1.57414 -0.37432 -1.13856
O -1.79323 -1.55960 -0.78000
O -2.19074 0.63621 -0.76226
H 0.13413 0.88739 -1.56588
H -0.66599 0.32467 -3.04573
H 0.40836 -1.94709 -2.79832
H 0.95323 -1.77690 -1.36843
H 1.68601 -0.64952 -2.40618
*
```

These are the Löwdin partial charges, in e, on atoms 1 to 8: C -0.180; C -0.139; H 0.058; H 0.036; H 0.049; H 0.045; H 0.057; H 0.056

# C5H8O

The molecule C5H8O (ωB97M-V/def2-TZVPD, the OMol25 dataset).

Its frontier orbital gap is 10.7 eV. For the energy relative to the best compared isomer or geometry (same formula, charge and spin), the calculation gives 31.6 kcal per mole. The largest force on an atom is 0.010 Eh/bohr. For the LUMO energy, the calculation gives 1.077 eV. The structure (SMILES) is O=CCC1CC1. The total energy is -7360.884 eV. The calculation puts the highest occupied orbital energy at -9.663 eV.

```
! wB97M-V def2-TZVPD RIJCOSX def2/J DEFGRID3
* xyz 0 1
O 0.73793 -1.95172 1.22358
C 0.29558 -0.96892 1.76579
C -0.37202 0.20703 1.08611
C -0.62736 0.09277 -0.40219
C 0.04654 1.05407 -1.34752
C 0.45485 -0.38631 -1.32584
H 0.37783 -0.85655 2.87026
H -1.30957 0.39538 1.62617
H 0.25434 1.08415 1.31435
H -1.64084 -0.20108 -0.66735
H -0.51807 1.42654 -2.19695
H 0.73123 1.77886 -0.91164
H 0.16823 -1.01616 -2.16234
H 1.40133 -0.65804 -0.87243
*
```

These are the Löwdin partial charges, in e, on atoms 1 to 8: O 0.050; C -0.257; C -0.136; C -0.296; C -0.127; C -0.127; H 0.118; H 0.119

# C13H9ClN6S

The molecule C13H9ClN6S at a distorted geometry (ωB97M-V/def2-TZVPD, the OMol25 dataset).

Its frontier orbital gap is 8.6 eV. For the energy relative to the best compared isomer or geometry (same formula, charge and spin), the calculation gives 39.3 kcal per mole. The largest force on an atom is 0.103 Eh/bohr. For the LUMO energy, the calculation gives 0.383 eV. The structure (SMILES) is Cn1cnc2c(Nc3nc4ccccc4s3)nc(Cl)nc21. The total energy is -45924.417 eV. The calculation puts the highest occupied orbital energy at -8.259 eV.

```
! wB97M-V def2-TZVPD RIJCOSX def2/J DEFGRID3
* xyz 0 1
C -3.15620 3.38116 -3.22948
N -2.62165 2.43610 -2.24396
C -3.15547 1.17863 -1.88922
N -2.49999 0.52860 -1.04853
C -1.35403 1.38906 -0.89222
C -0.26807 1.46352 -0.01029
N -0.32877 0.49651 0.95516
C 0.67803 -0.40121 1.16924
N 0.23698 -1.56232 1.44936
C 1.27058 -2.36677 1.81949
C 0.93932 -3.68770 2.24937
C 1.99126 -4.47844 2.61583
C 3.30594 -4.05498 2.52322
C 3.52853 -2.70165 2.25870
C 2.54819 -1.92757 1.79907
S 2.44301 -0.30246 1.18356
N 0.75199 2.27567 -0.25323
C 0.68209 3.17306 -1.22702
Cl 1.86737 4.30699 -1.67574
N -0.45608 3.35601 -1.91742
C -1.42718 2.50716 -1.69103
H -4.08109 2.85595 -3.69156
H -3.60719 4.24248 -2.67328
H -2.37826 3.80180 -3.94494
H -4.14509 0.89225 -2.18229
H -1.09273 -0.03811 0.81399
H -0.02790 -4.14394 2.32072
H 1.61110 -5.47546 2.78136
H 4.19153 -4.70666 2.58394
H 4.55378 -2.43768 2.04718
*
```

These are the Löwdin partial charges, in e, on atoms 1 to 8: C -0.018; N -0.050; C -0.153; N 0.158; C -0.117; C -0.248; N 0.128; C -0.577

# C34H49BN8O3RhS3

A structure of composition C34H49BN8O3RhS3 at a distorted geometry (ωB97M-V/def2-TZVPD, the OMol25 dataset).

Its frontier orbital gap (alpha / beta) is 6.8 / 6.8 eV. The largest force on an atom is 0.050 Eh/bohr. For the LUMO energy (alpha / beta), the calculation gives -3.542 / -3.541 eV. The total energy is -90306.674 eV. The calculation puts the highest occupied orbital energy (alpha / beta) at -10.308 / -10.308 eV.

```
! wB97M-V def2-TZVPD RIJCOSX def2/J DEFGRID3
* xyz 1 1
Rh -0.08747 0.25709 0.73302
C -1.69177 6.45569 2.27472
C -1.71277 4.92059 2.22742
C -3.13657 4.38849 2.40172
C -0.82067 4.39379 3.34712
N -1.25707 4.50649 0.88692
C -1.78897 5.08559 -0.23518
C -1.19837 4.52319 -1.31138
N -0.30577 3.58749 -0.87448
B 0.60663 2.85489 -1.89228
N 1.96043 2.52859 -1.22228
C 2.80823 3.54839 -0.90238
C 3.87933 3.02369 -0.26878
N 3.70233 1.66699 -0.19298
C 2.50933 1.38509 -0.76968
S 1.75183 -0.13661 -0.96308
C 4.74253 0.81919 0.41262
C 6.00823 0.97729 -0.43888
C 4.97953 1.30019 1.84942
C 4.34673 -0.65161 0.46112
N -0.07097 1.62289 -2.52428
C 0.34413 1.13339 -3.72908
C -0.50337 0.14869 -4.10098
N -1.46627 0.03159 -3.13398
C -1.15927 0.91569 -2.15698
S -1.95737 1.16209 -0.67058
C -2.54827 -0.95871 -3.25638
C -1.91897 -2.34521 -3.09018
C -3.64377 -0.74751 -2.21798
C -3.17537 -0.81011 -4.65028
C -0.37507 3.56469 0.47612
S 0.50633 2.48579 1.47112
H -1.82137 6.78589 3.29952
H -2.49057 6.89539 1.68722
H -0.73847 6.83799 1.91502
H -3.51987 4.70719 3.36512
H -3.14527 3.30159 2.36002
H -3.79297 4.76749 1.62212
H -1.15347 4.83099 4.28472
H 0.21823 4.67349 3.19052
H -0.88797 3.31489 3.44522
H -2.53517 5.84849 -0.19398
H -1.34407 4.72089 -2.35268
H 0.82573 3.62319 -2.77468
H 2.58763 4.56079 -1.16578
H 4.73493 3.52199 0.13212
H 6.35143 2.00739 -0.46148
H 5.82033 0.65129 -1.45968
H 6.80093 0.36429 -0.02118
H 5.40013 2.30039 1.88302
H 5.67833 0.62779 2.33922
H 4.04373 1.29409 2.40392
H 4.15803 -1.04231 -0.53458
H 3.46053 -0.78601 1.07692
H 5.16943 -1.21061 0.90082
H 1.21593 1.51379 -4.21938
H -0.48827 -0.46321 -4.97638
H -1.45187 -2.42101 -2.11028
H -1.16477 -2.52481 -3.85228
H -2.68467 -3.11151 -3.17448
H -3.28567 -0.97581 -1.22038
H -4.47097 -1.41711 -2.43718
H -4.01427 0.27389 -2.23698
H -2.49357 -1.10231 -5.43958
H -3.48877 0.21549 -4.82428
H -4.04927 -1.45201 -4.72018
O -4.41797 -1.12241 1.95412
C -4.29457 -2.30071 1.31402
C -5.38897 -3.13901 1.11642
C -5.26067 -4.32311 0.41952
C -4.02807 -4.70901 -0.08058
C -2.93667 -3.88591 0.10242
C -3.04957 -2.68041 0.78872
C -1.87707 -1.76871 0.85252
O -0.97677 -1.89391 -0.02128
O -1.81017 -0.86451 1.71882
H -5.32047 -1.00991 2.27742
H -6.35187 -2.84671 1.51382
H -6.12947 -4.94091 0.25592
H -3.92597 -5.64121 -0.61608
H -1.96957 -4.15771 -0.29308
N 1.12393 -1.04911 2.09352
C 1.20983 -2.19631 1.91852
N 1.34643 -3.43971 1.61122
C 1.66883 -3.78041 0.23542
C 3.10443 -4.29751 0.16602
C 3.25023 -5.50591 1.08792
C 2.87063 -5.12071 2.51682
C 1.45813 -4.52851 2.55892
H 1.52283 -2.89651 -0.38908
H 0.97263 -4.56071 -0.09198
H 3.78603 -3.50661 0.48202
H 3.34323 -4.56391 -0.86358
H 4.27433 -5.88051 1.06242
H 2.59583 -6.30821 0.74002
H 3.58263 -4.38681 2.89852
H 2.90743 -5.99561 3.16582
H 1.21843 -4.16991 3.56192
H 0.73073 -5.29831 2.27402
*
```

These are the Löwdin partial charges, in e, on atoms 1 to 8: Rh 0.605; C -0.025; C -0.542; C -0.010; C -0.091; N 0.011; C -0.030; C -0.040